(1)
DFT (ωB97M-V/def2-TZVPD) results for 17 unconnected molecules or ions with the total composition C52H147N9O17.

```
225
Properties=species:S:1:pos:R:3:mulliken_charge:R:1
C 4.90 -1.48 -5.59 -0.716
C 4.55 -2.01 -7.00 0.292
C 3.45 -3.03 -6.96 -0.751
O 4.00 -0.96 -7.76 -0.656
H 5.64 -2.17 -5.21 0.530
H 3.98 -1.42 -5.01 -0.003
H 5.43 -0.53 -5.58 0.067
H 5.47 -2.44 -7.40 0.376
H 3.88 -3.98 -6.68 0.431
H 2.99 -3.19 -7.94 0.260
H 2.69 -2.81 -6.21 -0.132
H 3.27 -0.54 -7.30 0.391
C -0.69 4.67 2.38 -0.337
C -1.77 5.66 2.85 0.433
C -2.04 6.83 2.01 -1.311
O -2.94 4.93 3.08 -0.633
H -1.03 4.18 1.46 -0.115
H -0.31 3.97 3.12 0.320
H 0.19 5.22 2.07 0.113
H -1.40 6.01 3.81 0.274
H -2.09 6.56 0.95 0.129
H -1.22 7.54 2.03 0.423
H -2.98 7.31 2.28 0.334
H -3.27 4.58 2.25 0.461
C 4.68 2.11 -1.89 -1.615
C 3.32 2.72 -1.65 2.963
C 3.29 3.51 -0.35 -1.577
O 2.94 3.55 -2.69 -0.716
H 4.70 1.33 -2.64 0.438
H 5.05 1.70 -0.95 0.238
H 5.38 2.91 -2.15 0.357
H 2.56 1.95 -1.57 -1.322
H 3.52 2.84 0.48 0.458
H 2.30 3.87 -0.07 0.281
H 3.94 4.38 -0.29 0.479
H 2.29 4.16 -2.33 0.147
C 4.16 6.11 5.01 -1.261
C 3.27 6.09 3.79 -0.034
C 3.35 4.82 3.04 -0.622
O 1.92 6.32 4.28 -0.515
H 3.91 5.18 5.53 0.335
H 3.92 6.99 5.60 0.313
H 5.23 6.15 4.79 0.381
H 3.58 6.85 3.08 0.371
H 2.92 4.90 2.04 -0.093
H 2.98 3.93 3.55 0.430
H 4.42 4.64 2.94 0.265
H 1.87 5.54 4.84 0.407
C -0.47 3.03 -2.04 -0.043
C -1.00 4.47 -1.85 1.318
C -0.28 5.44 -2.75 -1.029
O 1.18 5.52 -2.49 -0.299
C 1.85 6.51 -3.26 -1.017
N -2.42 4.44 -1.99 -0.222
H 0.49 2.98 -1.52 0.207
H -0.45 2.71 -3.08 -0.292
H -1.07 2.30 -1.50 -0.330
H -0.88 4.75 -0.81 -0.412
H -0.76 6.40 -2.54 0.448
H -0.50 5.09 -3.75 0.304
H 1.56 6.55 -4.31 0.340
H 2.91 6.29 -3.20 0.288
H 1.67 7.53 -2.91 0.295
H -2.66 5.35 -2.36 0.338
H -2.72 3.82 -2.73 0.190
C 0.48 0.75 -4.68 -0.370
C 1.04 -0.20 -5.75 2.508
C -0.03 -0.89 -6.59 -1.478
O -0.93 -1.59 -5.73 -0.106
C -2.19 -1.89 -6.35 -0.936
N 1.97 0.49 -6.52 -0.614
H -0.12 0.16 -3.98 0.010
H -0.12 1.50 -5.19 -0.045
H 1.17 1.34 -4.07 0.094
H 1.64 -0.99 -5.31 -1.194
H 0.56 -1.62 -7.16 0.370
H -0.51 -0.10 -7.18 0.527
H -2.05 -2.53 -7.22 0.318
H -2.75 -1.01 -6.63 0.236
H -2.85 -2.40 -5.65 0.293
H 1.57 1.32 -6.92 0.432
H 2.58 0.94 -5.85 0.059
C 4.55 -2.10 1.07 -1.215
C 5.91 -1.35 1.12 0.427
C 5.78 -0.10 2.04 -0.872
O 6.84 0.84 2.08 -0.398
C 6.84 1.81 3.15 -0.399
N 6.98 -2.30 1.46 -0.779
H 4.63 -3.01 0.49 0.418
H 3.73 -1.54 0.62 0.253
H 4.28 -2.44 2.07 0.150
H 6.12 -1.03 0.10 0.358
H 5.73 -0.59 3.01 0.493
H 4.86 0.48 1.97 0.442
H 6.71 1.34 4.13 0.330
H 5.98 2.45 2.97 -0.016
H 7.81 2.30 3.08 0.244
H 7.87 -1.82 1.38 0.279
H 7.01 -2.50 2.44 0.295
C 0.60 -5.09 6.53 -1.017
C 1.04 -3.63 6.83 0.392
C 0.53 -2.58 5.79 -0.466
O 1.08 -2.86 4.48 -0.317
C 0.74 -1.81 3.59 0.184
N 0.34 -3.28 8.08 -0.843
H 0.74 -5.83 7.31 0.466
H 1.15 -5.53 5.70 0.362
H -0.45 -5.21 6.27 -0.133
H 2.12 -3.57 6.97 0.407
H 0.89 -1.58 6.04 0.397
H -0.55 -2.52 5.76 -0.005
H 1.09 -0.85 3.95 0.490
H -0.34 -1.64 3.64 -0.333
H 1.15 -2.03 2.61 -0.107
H -0.64 -3.19 7.87 0.275
H 0.53 -2.31 8.28 0.318
C -3.05 -2.47 -2.44 -1.636
C -2.16 -2.11 -1.23 2.057
C -2.82 -2.10 0.18 -0.921
O -3.73 -0.99 0.26 -0.350
C -4.33 -0.98 1.51 -0.375
N -0.95 -2.92 -1.30 0.610
H -2.52 -2.44 -3.39 -0.074
H -3.84 -1.73 -2.58 0.435
H -3.39 -3.50 -2.37 0.398
H -1.86 -1.08 -1.40 -0.699
H -2.01 -1.89 0.89 0.348
H -3.27 -3.05 0.43 0.381
H -3.63 -0.82 2.33 -0.074
H -5.08 -1.75 1.66 0.441
H -4.93 -0.07 1.46 0.414
H -0.73 -3.08 -2.27 -0.061
H -0.95 -3.84 -0.88 -0.201
C -1.75 0.74 4.91 -1.178
C -3.03 0.02 5.39 0.225
C -4.36 0.88 5.04 -0.397
O -5.42 0.20 5.79 -0.394
C -6.78 0.63 5.66 -0.884
N -3.03 -1.32 4.89 0.133
H -1.75 1.77 5.27 0.629
H -1.70 0.79 3.82 0.171
H -0.89 0.23 5.33 0.042
H -2.97 -0.04 6.48 0.381
H -4.75 0.85 4.02 0.048
H -4.22 1.90 5.38 0.516
H -6.99 1.67 5.40 0.352
H -7.37 0.46 6.56 0.281
H -7.35 0.13 4.87 0.309
H -3.92 -1.75 5.11 0.317
H -3.09 -1.22 3.89 -0.742
C -2.13 3.13 -6.36 -1.278
C -3.27 2.18 -6.05 2.539
C -4.14 2.70 -4.91 -1.500
O -3.64 2.53 -3.58 -0.291
C -3.77 1.27 -2.97 -0.478
N -4.03 2.06 -7.30 -0.754
H -1.45 2.76 -7.13 0.399
H -1.49 3.24 -5.48 -0.154
H -2.49 4.11 -6.69 0.464
H -2.91 1.17 -5.84 -1.171
H -5.13 2.24 -4.88 0.471
H -4.46 3.72 -5.14 0.363
H -4.79 0.90 -2.99 0.433
H -3.37 1.33 -1.96 -0.008
H -3.23 0.46 -3.47 -0.010
H -4.43 2.95 -7.57 0.292
H -4.81 1.48 -7.05 0.319
C 1.84 -4.58 1.16 -1.470
C 0.53 -5.12 1.73 2.177
C -0.22 -6.12 0.79 -1.259
O -0.34 -5.53 -0.51 -0.310
C -0.83 -6.48 -1.46 -1.012
N 0.79 -5.69 3.02 -0.968
H 2.33 -4.07 1.99 0.358
H 1.67 -3.85 0.38 0.152
H 2.54 -5.32 0.76 0.269
H -0.13 -4.29 1.96 -0.678
H -1.25 -6.28 1.12 0.231
H 0.32 -7.06 0.79 0.399
H -1.73 -7.02 -1.17 0.366
H -0.04 -7.08 -1.92 0.300
H -1.22 -5.99 -2.34 0.279
H 0.89 -4.88 3.62 0.320
H -0.09 -6.09 3.32 0.359
C -3.50 -4.05 3.05 -1.326
C -2.87 -4.87 4.20 1.983
C -3.93 -5.38 5.16 -1.201
O -4.75 -4.36 5.74 -0.193
C -5.96 -4.77 6.36 -0.822
N -2.28 -5.99 3.52 -0.341
H -2.75 -3.80 2.30 -0.291
H -3.92 -3.14 3.47 0.177
H -4.25 -4.63 2.51 0.588
H -2.07 -4.30 4.68 -1.067
H -3.46 -5.88 6.01 0.406
H -4.59 -6.08 4.65 0.534
H -5.83 -5.39 7.25 0.304
H -6.41 -5.45 5.64 0.344
H -6.61 -3.93 6.59 0.213
H -2.99 -6.33 2.88 0.342
H -2.14 -6.78 4.14 0.269
C 0.86 0.21 -0.45 0.226
O 1.06 -1.11 -0.21 0.395
H 1.64 0.70 0.12 0.347
H 1.08 0.36 -1.51 -0.193
H -0.08 0.64 -0.12 -0.063
H 0.49 -1.68 -0.72 -0.542
C 4.86 2.85 -5.58 -0.960
O 3.83 2.11 -5.02 -0.345
H 5.80 2.33 -5.40 0.285
H 4.80 3.04 -6.65 0.324
H 4.82 3.85 -5.13 0.281
H 3.69 2.52 -4.16 0.240
C -3.80 2.31 0.90 -0.200
O -3.53 3.68 0.66 -0.593
H -2.99 1.60 0.71 0.160
H -3.98 2.17 1.96 0.100
H -4.67 1.93 0.36 0.325
H -3.24 3.81 -0.25 0.149
C 1.50 -3.21 -3.34 -0.265
O 0.20 -3.49 -3.87 -0.537
H 2.24 -2.92 -4.09 -0.014
H 1.40 -2.36 -2.68 -0.028
H 1.76 -4.14 -2.82 0.498
H -0.07 -2.77 -4.44 0.284
```

**Net charge**: 0
**Spin multiplicity**: 1
**HOMO level**: -0.314 Eh
**Electronic energy**: -104517.723 eV

---

(2)
DFT (ωB97M-V/def2-TZVPD) results for a molecular structure, C52H152AlF6N20O36P.

```
268
Properties=species:S:1:pos:R:3:mulliken_charge:R:1
Al -0.40 -3.86 0.19 -1.135
P 0.42 3.25 -1.25 1.793
F 1.34 3.46 0.04 -0.261
F -0.36 2.24 -0.24 -0.427
F -0.55 4.37 -0.72 -0.593
F -0.73 2.93 -2.58 -0.302
F 1.25 4.27 -2.08 -0.202
F 1.27 1.95 -1.77 -0.624
C -0.96 -0.93 -6.28 -0.304
C -0.29 -0.28 -7.49 -0.637
O -0.89 0.90 -7.83 -0.674
O -0.53 -0.27 -5.08 -0.028
H -0.60 -1.95 -6.28 0.398
H -2.03 -0.95 -6.31 0.297
H -0.35 -1.01 -8.33 0.354
H 0.80 -0.20 -7.31 0.259
H -0.34 1.66 -7.99 0.340
H -1.19 0.38 -4.99 -0.313
C -5.68 -3.59 -4.58 -0.791
C -4.44 -2.79 -4.88 0.296
O -3.10 -3.46 -4.58 -0.568
O -5.77 -3.68 -3.19 -0.268
H -5.68 -4.61 -4.97 0.356
H -6.52 -3.05 -5.04 0.442
H -4.43 -1.83 -4.35 -0.345
H -4.35 -2.58 -5.98 0.389
H -2.91 -4.04 -5.32 0.235
H -6.60 -4.10 -2.90 0.195
C -2.43 3.35 -5.54 0.759
C -1.54 4.19 -6.51 -0.876
O -0.17 3.78 -6.60 -0.477
O -2.66 1.94 -5.88 -0.521
H -3.41 3.87 -5.44 0.256
H -2.02 3.29 -4.55 -0.454
H -1.48 5.15 -6.00 0.398
H -1.89 4.29 -7.57 0.342
H 0.20 3.75 -5.72 0.253
H -2.08 1.67 -6.61 0.205
C -4.31 1.46 -2.28 0.293
C -3.37 0.36 -2.86 1.711
O -3.68 0.07 -4.22 -0.550
O -5.60 0.95 -2.60 -0.531
H -4.11 2.39 -2.78 -0.150
H -4.03 1.53 -1.21 0.137
H -3.45 -0.55 -2.26 -1.039
H -2.29 0.61 -2.76 -0.341
H -3.45 0.76 -4.88 0.243
H -5.45 0.68 -3.51 0.350
C 3.77 1.80 -4.87 -0.851
C 2.42 2.21 -5.36 0.100
O 1.53 3.00 -4.53 0.371
O 3.61 1.28 -3.58 -0.524
H 4.47 2.61 -4.81 0.121
H 4.27 1.07 -5.45 0.542
H 1.79 1.32 -5.58 -0.205
H 2.54 2.84 -6.31 0.360
H 1.94 3.82 -4.30 -0.338
H 2.92 1.84 -3.18 -0.042
C -8.08 -2.17 0.19 -0.519
C -7.10 -1.11 -0.22 -0.542
O -5.82 -1.54 0.12 0.030
O -7.48 -3.40 -0.24 -0.480
H -9.00 -1.92 -0.40 0.325
H -8.27 -2.32 1.28 0.266
H -7.40 -0.11 0.15 0.247
H -7.17 -1.10 -1.31 0.286
H -5.12 -1.24 -0.48 -0.172
H -8.08 -4.04 0.12 0.287
C 2.32 6.51 -3.92 0.393
C 2.29 7.80 -4.72 -0.761
O 3.48 8.45 -4.44 -0.431
O 3.30 5.62 -4.42 -0.654
H 1.38 5.95 -3.81 0.169
H 2.57 6.83 -2.87 -0.207
H 1.45 8.35 -4.36 0.404
H 2.25 7.66 -5.81 0.333
H 3.42 9.32 -4.86 0.254
H 4.12 5.79 -3.94 0.346
C -5.87 3.22 1.54 -1.175
C -5.87 3.55 0.09 0.878
O -6.85 2.70 -0.49 -0.559
O -5.06 2.02 1.81 -0.362
H -6.89 3.17 1.86 0.492
H -5.48 4.00 2.21 0.389
H -4.82 3.43 -0.31 -0.472
H -6.05 4.66 0.01 0.212
H -6.63 2.52 -1.40 0.337
H -5.43 1.33 1.25 0.110
C -3.82 6.51 -3.06 -0.201
C -4.44 7.17 -1.85 -0.741
O -4.07 6.50 -0.67 -0.337
O -4.28 5.17 -3.30 -0.400
H -2.70 6.54 -2.98 0.164
H -4.07 7.06 -3.98 0.405
H -5.51 7.14 -1.93 0.289
H -4.15 8.22 -1.74 0.363
H -3.12 6.70 -0.59 0.227
H -4.23 4.73 -2.47 0.225
C 3.24 5.92 2.33 -0.513
C 4.72 6.23 2.34 -0.636
O 5.18 6.17 0.99 -0.367
O 2.83 4.60 1.92 -0.183
H 2.86 6.67 1.65 0.221
H 2.85 6.14 3.29 0.512
H 5.33 5.53 2.84 0.292
H 4.85 7.23 2.78 0.361
H 5.00 7.07 0.53 0.227
H 3.19 4.44 1.02 -0.146
C 1.68 -2.56 1.85 0.165
O 0.89 -3.59 1.59 -0.485
N 2.56 -2.68 2.92 -0.096
N 1.80 -1.48 1.08 0.635
H 2.30 -3.43 3.56 0.083
H 3.54 -2.44 2.83 0.464
H 2.21 -0.65 1.52 -0.104
H 1.01 -1.31 0.41 0.380
C -3.26 -3.83 0.32 0.792
O -2.11 -4.28 0.03 0.062
N -4.37 -4.60 0.24 0.134
N -3.36 -2.56 0.76 0.984
H -5.29 -4.18 0.43 0.021
H -4.47 -5.28 -0.49 0.237
H -4.25 -2.07 0.76 -0.058
H -2.62 -1.93 1.05 -0.254
C -2.44 4.72 2.42 0.542
O -3.20 4.87 3.40 -0.714
N -1.65 5.80 2.04 -0.379
N -2.34 3.54 1.68 0.683
H -1.48 6.53 2.75 0.290
H -0.79 5.63 1.51 0.160
H -1.87 3.67 0.78 -0.312
H -3.16 2.98 1.59 -0.227
C -2.87 -7.56 -2.73 0.469
O -2.62 -8.26 -1.76 -0.639
N -3.09 -8.03 -4.00 -0.363
N -3.02 -6.18 -2.56 -0.091
H -3.01 -9.04 -4.08 0.273
H -3.15 -7.39 -4.79 0.162
H -2.46 -5.84 -1.82 -0.088
H -3.23 -5.52 -3.30 0.168
C 0.90 -5.96 -1.36 0.595
O 0.55 -4.81 -1.05 -0.095
N 1.45 -6.11 -2.66 -0.366
N 0.92 -7.11 -0.58 -0.320
H 1.49 -6.99 -3.18 0.223
H 1.67 -5.26 -3.11 0.231
H 0.71 -7.92 -1.12 0.296
H 0.43 -7.05 0.28 0.209
C 6.98 -4.03 -2.42 0.461
O 6.54 -3.19 -1.67 -0.528
N 7.21 -3.71 -3.78 -0.508
N 7.40 -5.27 -1.93 -0.445
H 7.22 -2.70 -3.95 0.269
H 8.05 -4.09 -4.26 0.258
H 7.36 -6.11 -2.50 0.251
H 6.95 -5.48 -1.03 0.246
C -0.51 -1.85 -1.71 1.123
O -0.32 -2.13 -0.55 -0.063
N -1.39 -2.53 -2.53 0.200
N 0.01 -0.77 -2.37 0.958
H -1.70 -3.48 -2.37 -0.084
H -2.07 -2.08 -3.10 -0.022
H -0.05 -0.72 -3.36 0.052
H 0.57 -0.11 -1.87 -0.703
C -2.08 -7.04 3.58 0.685
O -2.89 -6.76 2.78 -0.550
N -1.14 -6.19 4.11 -0.325
N -2.05 -8.36 4.08 -0.507
H -1.36 -5.26 4.42 0.190
H -0.40 -6.67 4.54 0.162
H -1.50 -8.59 4.87 0.163
H -2.88 -8.89 3.82 0.258
C -5.98 -5.65 3.62 -0.731
O -5.52 -4.34 3.41 -0.004
C -6.64 -3.46 3.73 -1.117
C -6.24 -2.03 3.66 -0.148
N -5.17 -1.74 4.62 -0.247
C -4.70 -0.36 4.54 -0.206
C -4.10 0.00 5.94 -0.887
O -2.84 -0.71 6.08 -0.138
C -2.30 -0.73 7.33 -0.880
H -6.51 -5.82 4.53 0.367
H -5.07 -6.30 3.61 0.002
H -6.51 -5.94 2.72 0.306
H -7.05 -3.71 4.69 0.594
H -7.44 -3.58 3.01 0.362
H -7.07 -1.38 3.85 0.549
H -5.79 -1.88 2.63 -0.134
H -4.41 -2.44 4.51 0.257
H -5.43 0.44 4.36 0.323
H -3.95 -0.25 3.76 0.091
H -4.75 -0.30 6.78 0.378
H -3.79 1.07 6.02 0.449
H -1.22 -1.07 7.16 0.159
H -2.67 -1.49 8.06 0.286
H -2.34 0.23 7.77 0.398
C 4.22 2.31 -0.90 2.125
O 4.92 3.50 -1.06 -0.449
C 5.28 3.65 -2.41 1.476
C 6.11 4.94 -2.54 -1.264
N 5.37 6.15 -2.41 0.338
C 6.37 7.25 -2.20 -0.986
C 5.59 8.54 -2.11 -0.288
O 4.66 8.41 -1.04 -0.303
C 3.56 9.36 -0.96 -0.746
H 3.30 2.22 -1.41 -1.374
H 4.01 2.04 0.17 -1.306
H 4.88 1.53 -1.27 0.748
H 4.46 3.65 -3.09 -1.209
H 5.95 2.84 -2.73 0.491
H 6.63 4.91 -3.51 0.432
H 6.89 4.88 -1.76 0.354
H 4.78 6.12 -1.56 -0.095
H 7.06 7.32 -3.04 0.512
H 6.96 7.11 -1.32 0.470
H 5.06 8.69 -3.04 0.059
H 6.32 9.36 -1.92 0.437
H 2.88 8.97 -0.21 0.234
H 3.10 9.57 -1.93 0.209
H 3.91 10.32 -0.64 0.297
C 4.03 -2.92 9.15 -0.680
O 3.51 -4.14 9.59 -0.352
C 2.60 -4.63 8.57 -0.489
C 3.23 -4.89 7.22 -0.423
N 4.43 -5.77 7.25 -0.341
C 4.73 -6.26 5.81 -0.021
C 5.95 -7.09 5.73 -0.690
O 7.02 -6.21 5.86 -0.287
C 8.32 -6.77 5.77 -0.840
H 4.92 -2.80 9.81 0.263
H 3.25 -2.16 9.23 0.310
H 4.40 -2.96 8.16 0.254
H 1.83 -3.83 8.37 0.259
H 2.22 -5.56 8.97 0.333
H 3.41 -4.01 6.59 0.304
H 2.51 -5.41 6.55 0.206
H 5.26 -5.28 7.53 0.316
H 4.76 -5.52 5.00 -0.172
H 3.83 -6.87 5.57 0.381
H 5.98 -7.63 4.77 0.364
H 6.02 -7.88 6.52 0.385
H 8.61 -6.82 4.76 0.317
H 8.33 -7.76 6.16 0.341
H 9.04 -6.20 6.32 0.256
C 5.82 -2.73 2.65 -0.432
O 5.02 -1.60 2.94 -0.548
C 5.33 -0.50 2.10 -0.720
C 4.62 0.74 2.60 -0.557
N 3.20 0.55 2.65 0.029
C 2.49 1.88 2.86 0.340
C 1.05 1.73 2.84 0.113
O 0.59 0.91 3.87 -0.616
C -0.82 0.58 3.66 0.159
H 6.90 -2.67 2.85 0.366
H 5.55 -3.05 1.62 0.304
H 5.41 -3.57 3.24 -0.196
H 5.05 -0.77 1.09 0.217
H 6.40 -0.33 2.14 0.602
H 4.76 1.57 1.87 0.194
H 5.02 1.03 3.56 0.385
H 2.99 -0.02 3.46 0.270
H 2.79 2.46 2.01 -0.880
H 2.82 2.41 3.72 0.423
H 0.64 1.43 1.88 -0.481
H 0.62 2.70 2.94 0.895
H -0.85 -0.14 2.81 -0.104
H -1.40 1.49 3.42 0.191
H -1.14 0.06 4.60 0.041
```

**Net charge**: +2
**Spin multiplicity**: 1
**HOMO level**: -0.422 Eh
**Electronic energy**: -192085.363 eV